Formula: C3H5NO2
Source: the Open Molecules 2025 dataset
Level of theory: wB97M-V/def2-TZVPD

Results
- DFT total energy (hartree) = -322.48641
- orbital gap (hartree) = 0.3938
- relative energy (zero: lowest compared OMol25 entry of this formula, charge and spin) (kcal per mole) = 55.2
- LUMO level (Ha) = 0.033

Structure (ORCA input):
```
! wB97M-V def2-TZVPD RIJCOSX def2/J DEFGRID3
* xyz 0 1
H -1.566 -0.392 -2.358
N -0.848 -0.101 -1.689
C -1.045 0.741 -0.777
O -0.043 1.121 0.126
C 0.289 0.087 1.028
C 1.400 -0.733 0.419
O 1.683 -1.847 0.777
H -1.831 1.357 -0.354
H -0.577 -0.554 1.242
H 0.614 0.519 1.985
H 1.924 -0.199 -0.401
*
```

Listed below, in e, are the Mulliken charges computed for each atom: 0.239, -0.556, 0.125, -0.397, -0.404, 0.121, -0.483, 0.426, 0.282, 0.314, 0.332

Formula: C10H15N2
Source: the Open Molecules 2025 dataset
Level of theory: wB97M-V/def2-TZVPD

Results
- DFT total energy (hartree) = -499.24661
- orbital gap (hartree) = 0.2725
- relative energy (zero: lowest compared OMol25 entry of this formula, charge and spin) (kcal per mole) = 66.4
- LUMO level (Ha) = -0.168

Structure (ORCA input):
```
! wB97M-V def2-TZVPD RIJCOSX def2/J DEFGRID3
* xyz 1 1
C -0.347 1.671 -2.248
C -0.132 1.531 -0.926
N 0.234 2.680 -0.199
C 0.440 2.619 1.174
C 0.059 1.525 1.874
C -0.332 0.407 1.197
N -0.912 -0.620 1.818
C -1.045 -0.702 3.298
C -0.060 0.326 -0.150
C 0.234 -0.869 -0.759
C 0.432 -1.307 -2.170
C 0.961 -2.772 -2.112
H -0.152 2.681 -2.738
H -0.672 0.899 -2.787
H 0.540 3.520 -0.536
H 0.723 3.540 1.679
H 0.064 1.534 2.946
H -1.217 -1.431 1.395
H -1.623 0.143 3.547
H -1.408 -1.663 3.669
H -0.045 -0.616 3.882
H 0.507 -1.686 -0.104
H -0.561 -1.259 -2.570
H 1.133 -0.662 -2.774
H 1.262 -3.122 -1.096
H 1.762 -2.953 -2.823
H 0.157 -3.416 -2.488
*
```

Listed below, in e, are the Mulliken charges computed for each atom: -1.315, 0.325, -0.054, -0.565, -0.623, 0.964, -0.200, -1.010, 0.449, -0.390, -0.483, -1.167, 0.229, 0.456, 0.188, 0.366, 0.454, 0.286, 0.410, 0.320, 0.305, 0.370, 0.360, 0.366, 0.348, 0.337, 0.275

Formula: C3H10N2O2
Source: the Open Molecules 2025 dataset
Level of theory: wB97M-V/def2-TZVPD

Results
- DFT total energy (hartree) = -380.24186
- orbital gap (hartree) = 0.3592
- relative energy (zero: lowest compared OMol25 entry of this formula, charge and spin) (kcal per mole) = 59.5
- LUMO level (Ha) = 0.011

Structure (ORCA input):
```
! wB97M-V def2-TZVPD RIJCOSX def2/J DEFGRID3
* xyz 0 1
C 1.191 0.784 1.008
N -0.109 0.416 0.283
C -0.989 -0.561 0.587
O -0.717 -1.513 1.345
C -2.235 -0.718 -0.194
N -3.264 0.344 0.133
H 1.446 -0.067 1.625
H 1.021 1.759 1.419
H 2.216 1.037 0.620
H -0.511 1.211 -0.184
H -1.946 -0.588 -1.229
H -2.802 -1.684 -0.335
H -3.074 1.152 -0.416
H -3.142 0.675 1.083
O 4.921 0.593 -2.555
H 5.057 0.907 -1.662
H 3.916 0.599 -2.561
*
```

Listed below, in e, are the Mulliken charges computed for each atom: -0.807, -0.242, 0.620, -0.620, -0.585, -0.587, 0.350, 0.290, 0.223, 0.249, 0.325, 0.268, 0.256, 0.259, -0.638, 0.314, 0.324

Across the entries above, molar mass takes the values 87.1, 163.2, 106.1 g/mol, respectively.